11 unconnected molecules or ions with the total composition C46H135N22O18P7 in a non-equilibrium geometry. Source: the OMol25 dataset; level of theory: ωB97M-V/def2-TZVPD.

Geometry (Å):
O  2.52398  -3.15091  -6.37429
P  3.92917  -3.47568  -5.99372
N  4.88894  -2.29121  -5.27406
C  4.13404  -1.21115  -4.55263
C  6.31895  -2.39649  -4.86923
N  4.84191  -4.12814  -7.21905
C  4.26574  -5.32723  -7.84226
C  5.98721  -3.52265  -7.91369
N  4.03090  -4.60790  -4.72290
C  5.20082  -5.57511  -4.44931
C  2.92907  -4.75472  -3.79120
H  4.90528  -0.51922  -4.21423
H  3.55031  -1.64607  -3.74133
H  3.39331  -0.74633  -5.20329
H  6.43570  -2.86074  -3.88998
H  6.84014  -1.44027  -4.82340
H  6.85676  -2.97383  -5.62125
H  3.45224  -5.79745  -7.28980
H  3.85807  -5.11502  -8.83062
H  5.06092  -6.07029  -7.90278
H  6.07947  -3.76369  -8.97269
H  6.03236  -2.43374  -7.89516
H  6.90688  -4.01044  -7.59064
H  5.50600  -5.52742  -3.40399
H  4.90563  -6.61503  -4.58902
H  6.07091  -5.23152  -5.00875
H  3.30662  -4.86988  -2.77518
H  2.42152  -5.61664  -4.22431
H  2.23189  -3.92080  -3.70991
O  -5.28914  0.92736  -1.58083
P  -6.45979  0.77330  -0.58452
N  -6.52519  -0.80378  -0.00667
C  -5.41519  -1.67844  -0.05972
C  -7.47731  -1.16925  0.97701
N  -8.14693  1.04422  -1.16792
C  -8.53233  2.35874  -1.74441
C  -8.88550  0.01128  -1.97628
N  -6.34025  1.68708  0.91770
C  -5.07150  2.12039  1.37693
C  -7.49221  2.14146  1.70998
H  -4.94984  -1.64772  0.92547
H  -4.64633  -1.51209  -0.81423
H  -5.87743  -2.66055  -0.15925
H  -8.49343  -1.03617  0.60568
H  -7.38255  -0.73797  1.97356
H  -7.23614  -2.23178  1.00840
H  -9.61394  2.49186  -1.72199
H  -8.12153  3.22813  -1.23109
H  -8.34552  2.53820  -2.80319
H  -9.92155  0.33493  -2.07612
H  -8.50456  -0.14881  -2.98492
H  -9.01188  -0.94992  -1.47809
H  -4.36524  1.33782  1.09966
H  -4.76317  3.02004  0.84431
H  -5.10072  2.19857  2.46373
H  -7.22207  2.00116  2.75661
H  -8.40978  1.62723  1.42404
H  -7.68544  3.19744  1.52110
O  -2.06046  3.07364  4.82094
P  -1.66584  2.15028  5.96376
N  -1.97203  0.48339  5.65720
C  -1.79352  -0.59064  6.59222
C  -2.91469  -0.02290  4.62036
N  -2.66032  2.42834  7.29763
C  -2.29401  2.13944  8.78088
C  -4.07337  2.90757  7.17037
N  0.00061  2.17444  6.54036
C  0.42011  3.40496  7.24679
C  1.05385  1.71082  5.61077
H  -0.93468  -0.30663  7.20035
H  -1.50667  -1.47901  6.02956
H  -2.60108  -0.96344  7.22227
H  -3.27498  0.79832  4.00078
H  -3.76880  -0.55766  5.03586
H  -2.48124  -0.73212  3.91521
H  -2.33841  3.06505  9.35481
H  -3.02062  1.50951  9.29402
H  -1.28177  1.74263  8.85846
H  -4.36298  2.67619  6.14533
H  -4.79459  2.37959  7.79421
H  -4.17450  3.93787  7.51146
H  0.03652  4.21477  6.62617
H  0.18376  3.32627  8.30794
H  1.51006  3.41531  7.24931
H  2.01567  1.55102  6.09805
H  1.11912  2.49834  4.86000
H  0.84060  0.83581  4.99678
O  1.15287  6.50700  0.24225
P  -0.27054  6.73655  0.75087
N  -1.28075  5.39171  0.50543
C  -2.71976  5.42286  0.83733
C  -0.57130  4.16087  0.23403
N  -1.16324  7.98406  -0.04651
C  -2.42029  8.58104  0.38577
C  -0.60709  8.46930  -1.37031
N  -0.41506  7.10913  2.38676
C  -0.30143  5.95370  3.33427
C  0.01072  8.30143  3.01476
H  -3.15761  4.48738  0.48910
H  -3.27675  5.99106  0.09235
H  -2.89651  5.55807  1.90438
H  -1.15826  3.43064  -0.32306
H  -0.09773  3.82777  1.15754
H  0.25882  4.28072  -0.46212
H  -2.21520  9.55272  0.83508
H  -3.05681  8.73054  -0.48635
H  -3.02732  7.97811  1.06111
H  -1.13666  9.33774  -1.76207
H  0.41070  8.84044  -1.25010
H  -0.59105  7.76056  -2.19828
H  -0.48900  6.29409  4.35263
H  -0.99243  5.11989  3.21024
H  0.67881  5.48940  3.22635
H  0.01258  8.35552  4.10342
H  -0.54016  9.04364  2.43705
H  1.08442  8.48776  2.99131
O  0.79006  4.45785  -6.93824
P  0.60126  3.63291  -5.69405
N  -0.69399  4.13734  -4.55184
C  -2.01314  4.59153  -5.07454
C  -0.75517  3.54823  -3.11035
N  1.96198  3.57849  -4.63576
C  2.37821  4.88322  -4.07730
C  2.68836  2.35443  -4.34622
N  0.30366  1.96362  -6.09620
C  0.55330  1.38124  -7.42306
C  -0.12102  0.86703  -5.12686
H  -2.02437  5.68129  -5.09441
H  -2.88183  4.32055  -4.47449
H  -2.22185  4.36561  -6.12025
H  -1.70220  3.08904  -2.82686
H  -0.57665  4.35844  -2.40341
H  0.01748  2.81204  -2.88870
H  2.45826  5.68190  -4.81474
H  1.66393  5.18406  -3.31089
H  3.32791  4.74219  -3.56130
H  3.52273  2.27063  -5.04258
H  3.09320  2.50318  -3.34518
H  2.13309  1.41681  -4.37189
H  0.48999  2.16132  -8.18173
H  1.44177  0.75304  -7.35915
H  -0.28377  0.70318  -7.58931
H  -0.10720  1.24453  -4.10442
H  0.55384  0.03140  -5.31234
H  -1.16384  0.58366  -5.26937
O  1.93182  -1.98873  6.29768
P  2.85887  -2.67722  5.35266
N  2.93037  -4.40180  5.50313
C  2.15990  -5.11344  6.44689
C  4.00675  -5.23783  4.89174
N  4.50867  -2.16949  5.38599
C  4.76348  -0.76057  5.14712
C  5.29267  -2.67749  6.52663
N  2.30222  -2.47312  3.76570
C  2.44724  -3.47700  2.62791
C  1.38276  -1.35710  3.40050
H  1.20109  -5.37028  5.99652
H  1.83102  -4.52164  7.30112
H  2.63399  -6.03023  6.79736
H  4.58461  -5.86798  5.56781
H  4.78774  -4.53161  4.60993
H  3.54967  -5.81673  4.08920
H  4.20453  -0.39278  4.28666
H  4.59661  -0.07339  5.97661
H  5.78962  -0.56452  4.83617
H  6.27532  -2.20588  6.51773
H  4.70161  -2.54687  7.43311
H  5.62753  -3.70787  6.40715
H  1.86221  -3.24973  1.73674
H  3.52095  -3.52485  2.44634
H  2.16290  -4.44242  3.04650
H  0.51126  -1.43319  4.05072
H  0.98418  -1.62809  2.42284
H  1.92335  -0.41239  3.45874
C  7.91572  -0.08738  3.33312
N  7.26796  -0.41544  1.99758
O  6.10746  -0.79700  2.05175
O  7.96729  -0.18610  1.00509
H  8.49145  -0.86728  3.83150
H  7.25259  0.53988  3.92886
H  8.60094  0.73456  3.12578
C  -4.47394  -5.91535  -1.37877
N  -3.29699  -6.39903  -2.19292
O  -2.40183  -5.66883  -2.50982
O  -3.27553  -7.53957  -2.46309
H  -4.19765  -5.07451  -0.74256
H  -4.60422  -6.76610  -0.70992
H  -5.32074  -5.87489  -2.06389
C  5.46576  -6.79706  0.04084
N  4.31093  -6.31978  0.83169
O  4.06379  -6.86842  1.91316
O  3.57205  -5.57277  0.29831
H  6.39698  -6.43980  0.48050
H  5.36756  -6.32379  -0.93612
H  5.27448  -7.86443  -0.06983
C  -6.62943  -3.89515  -5.63064
N  -5.65076  -2.80340  -5.24507
O  -6.01287  -1.60193  -5.33569
O  -4.59434  -3.25174  -4.84132
H  -7.51356  -3.31401  -5.89273
H  -6.77191  -4.47460  -4.71847
H  -6.21865  -4.46130  -6.46660
C  4.39403  -1.46055  -0.70736
C  3.38814  -2.53754  -0.52685
O  2.10299  -1.89005  -0.28279
P  1.04648  -1.42973  -1.47288
O  1.57892  -0.39155  -2.39462
O  0.66930  -2.86930  -2.05508
C  -0.44607  -3.02673  -2.93591
C  -1.84069  -2.86923  -2.32304
O  -0.29038  -0.96420  -0.72723
C  -0.48475  0.39137  -0.39349
C  -1.22839  0.50603  0.88685
H  4.33497  -0.91056  -1.64658
H  4.30105  -0.85363  0.19325
H  5.40256  -1.87406  -0.70595
H  3.40209  -3.34193  -1.26229
H  3.74656  -3.01944  0.38277
H  -0.31254  -2.48899  -3.87457
H  -0.27913  -3.91548  -3.54449
H  -2.65856  -3.17753  -2.97431
H  -1.90915  -3.50266  -1.43864
H  -2.10092  -1.81984  -2.18461
H  0.49774  0.86218  -0.42736
H  -0.95771  1.05626  -1.11621
H  -0.77804  -0.19679  1.58781
H  -1.22299  1.49844  1.33762
H  -2.22297  0.06816  0.80210

Forces on the atoms, in the same order (eV/Å):
1.93 -0.15 1.43
-0.14 -0.40 -2.31
-0.13 0.89 0.77
0.27 -0.61 -0.48
-0.19 -0.62 -0.81
-0.56 0.55 0.62
0.36 -0.25 -0.23
0.50 -0.52 -0.25
1.33 -0.77 0.56
-0.73 1.74 -0.02
0.00 0.11 0.09
-0.49 0.12 0.18
0.16 0.16 0.37
0.27 0.06 -0.17
-0.21 -0.08 0.08
-0.60 0.29 -0.10
-0.08 -0.16 0.20
0.02 0.37 0.38
0.18 0.08 -0.06
-0.02 -0.13 -0.27
-1.10 -0.15 -0.21
-0.06 -0.13 0.51
0.30 0.43 0.62
-0.37 0.40 0.21
-0.12 0.15 -0.62
-0.29 -0.48 -0.40
0.00 -0.65 -0.10
-0.56 -0.28 0.75
0.12 0.16 -0.67
-2.74 -0.01 2.64
0.48 0.52 -0.81
-0.46 2.71 -2.06
0.66 -0.77 0.55
-0.43 -1.12 -0.11
1.04 -0.14 -0.31
0.01 0.46 0.34
0.24 0.06 0.77
-2.42 -1.06 -2.25
0.80 -0.46 -0.72
0.43 0.13 -0.96
0.59 -0.30 0.18
-0.47 0.34 -0.15
0.60 -0.51 -0.29
-0.07 0.06 0.23
0.27 0.22 0.06
-1.02 -0.30 0.90
-0.18 -0.31 0.56
0.28 -0.29 0.32
0.73 -0.59 -0.23
0.05 0.43 -0.01
0.31 0.09 0.01
0.65 -0.02 0.16
0.47 0.11 0.20
0.24 0.37 0.54
0.24 0.34 -0.06
-0.38 -0.05 0.11
0.18 -0.24 0.20
0.00 0.30 0.23
0.86 -1.82 1.58
-0.63 -0.47 -0.08
-1.05 -0.10 -1.81
1.99 -0.05 0.49
0.31 1.41 -0.40
0.19 0.15 3.03
-0.14 0.83 -1.80
1.18 -0.60 -0.36
-1.78 -1.20 -0.01
0.18 -1.07 -0.72
-0.77 0.65 -0.94
-0.03 -0.43 0.39
0.33 -0.10 -0.10
-0.67 0.82 0.07
-0.10 0.12 0.11
-0.12 0.25 0.46
0.65 -0.13 0.13
0.18 0.34 -0.18
-0.02 -0.48 -0.54
-0.22 -0.16 -0.11
-0.21 0.82 -0.05
0.44 -0.65 0.27
0.10 0.29 -0.66
0.07 0.74 0.89
-0.66 0.63 -0.20
0.02 0.17 -0.29
-0.23 0.09 0.26
0.74 0.26 -0.22
-0.54 -0.27 0.69
-2.95 0.50 0.74
0.02 0.73 -1.28
0.72 0.98 -0.09
0.80 -1.29 -1.40
0.54 -0.24 -0.04
1.80 -0.59 -0.75
0.22 0.15 -0.20
0.12 0.27 0.88
-0.97 -3.13 0.99
0.11 -0.29 -0.67
1.12 1.60 -0.85
0.41 -0.74 0.71
0.14 1.26 0.69
-0.38 0.37 -0.22
-0.57 -0.18 0.73
-0.24 -0.94 0.04
0.12 0.70 0.13
-0.31 0.19 0.16
0.01 0.11 -0.12
0.51 -0.05 0.18
-0.50 -0.03 0.45
0.11 -0.28 0.18
-0.18 -0.52 0.32
0.28 0.16 -0.12
-0.40 0.26 -0.54
0.35 0.11 0.44
-1.73 -0.29 0.06
0.37 0.98 0.90
0.55 0.07 -1.18
-0.75 -0.94 1.90
-0.44 -1.32 1.04
0.66 -1.83 -0.06
0.66 1.01 -0.19
0.64 1.18 -1.29
-2.37 0.42 -1.48
-0.12 -0.97 0.55
0.66 0.91 0.13
-0.34 0.46 1.07
-1.03 0.46 1.10
0.16 2.18 -0.74
0.06 0.26 0.23
0.33 -0.53 0.16
0.30 -0.68 0.01
-0.29 0.04 -0.62
-0.12 0.18 -0.13
0.20 0.08 -0.45
0.05 -0.25 -0.17
-0.07 0.24 0.05
0.13 0.13 -0.18
0.37 -0.26 -0.07
0.14 -0.43 0.13
-0.31 0.43 0.08
0.67 -0.19 -0.02
0.43 0.22 -0.62
-0.08 -0.13 -0.33
0.53 -0.31 -0.08
-0.09 -0.20 0.44
-0.03 -0.18 -0.51
0.93 -0.60 -0.43
-0.58 -1.17 -1.11
2.56 1.36 -0.21
-2.16 -0.13 0.80
-0.33 1.65 0.10
-0.48 -0.70 0.08
0.06 0.63 -0.83
0.02 -0.15 -0.52
-0.39 0.13 -1.21
0.93 0.16 2.67
0.23 -1.52 0.81
-0.23 -0.59 -0.10
0.47 0.21 0.18
0.17 0.16 -0.04
-0.71 -0.30 0.57
-0.15 -0.11 -1.06
0.61 -0.06 -0.13
-0.38 -0.16 0.07
-0.40 -0.23 0.41
0.14 -0.58 0.17
-0.29 0.73 0.41
0.60 0.01 0.41
-0.76 -0.35 -0.03
0.17 0.28 0.37
0.00 -0.20 -0.63
-0.15 -0.17 -0.38
0.04 0.72 0.34
0.35 0.70 -0.18
-0.52 0.20 -0.27
0.69 2.22 -0.39
0.74 0.49 0.72
1.08 0.10 -0.76
-1.54 -0.78 0.95
-0.73 -0.28 -0.27
-0.72 -1.20 0.26
0.64 -0.50 -0.60
0.64 -1.12 0.48
0.06 1.71 0.69
0.65 1.85 -0.02
-0.85 -3.69 -0.64
-0.22 0.34 -0.78
-0.40 0.07 -0.04
0.13 0.54 0.26
0.01 0.34 -0.59
-0.05 -2.67 2.12
1.00 0.66 -1.03
-1.56 2.27 -1.25
-0.10 -0.68 0.28
-0.03 -0.04 0.12
0.75 0.02 0.31
-0.39 1.57 0.13
-0.80 0.94 -0.22
1.27 -3.02 0.30
0.06 1.12 0.00
-0.15 -0.58 -0.14
0.01 -0.11 -0.33
0.00 0.07 0.28
0.93 0.27 -0.50
0.13 0.40 0.41
-1.30 -0.30 -1.25
0.98 0.15 0.88
-0.22 -1.21 0.45
0.05 0.64 0.33
-0.79 -0.30 -2.24
0.17 0.12 -0.39
0.71 -1.40 -0.73
1.00 2.29 -0.19
0.12 -1.23 1.12
-0.45 0.35 0.25
0.21 0.47 -0.44
0.15 -0.19 0.22
-0.63 0.29 -0.39
-0.97 -0.14 0.21
-0.05 1.87 0.46
-0.23 -1.40 1.38
0.50 -0.47 -0.44
-0.05 0.49 0.19
0.40 -0.03 0.65
0.27 0.10 0.90
-0.68 -0.96 -0.91
0.36 0.22 0.37
-0.17 -0.04 -0.27
-0.33 0.54 -0.31

The spin multiplicity is 2. The net charge is +1. The gap between HOMO and LUMO (alpha / beta) comes out at 6.923 / 2.843 eV. Its HOMO energy (alpha / beta) is -9.20 / -9.20 eV.

Atom charges from the Löwdin analysis, given in e for atoms 1 to 2:
1. O -0.228
2. P 0.545